A molecular structure, C31H49BrO2OsP2 at a distorted geometry. Source: the Open Molecules 2025 dataset; level of theory: wB97M-V/def2-TZVPD.

```
! RIJCOSX wB97M-V def2-TZVPD def2/J DEFGRID3
* xyz 2 5
Os 0.1518 -2.9960 0.6490
Br -1.1786 5.9003 -2.0777
P -1.0614 -2.8687 -2.4586
P -0.6965 -2.7151 2.7094
O 1.4655 4.1217 -0.3369
O 2.1761 5.0396 -2.3026
C 1.6578 -0.8724 -2.5655
C 0.4001 8.9146 0.3337
C -0.8692 1.9316 1.1450
C 0.0107 -3.8012 -3.6885
C 1.9152 -0.4852 -0.1066
C -3.2420 0.2454 0.0301
C 2.1918 -0.4933 2.4167
C 0.2253 -2.2525 4.3418
C -2.3329 0.2099 -1.1618
C -1.2127 2.5071 -1.3349
C -2.4075 -4.1178 -2.2521
C -0.0291 6.9159 -0.9711
C -1.5698 2.7495 0.1330
C 2.1209 7.2253 0.0720
C 1.6662 5.0402 -1.1674
C -0.4710 8.1404 -0.4444
C -1.3991 0.9102 1.8245
C 1.6586 -1.3539 -1.1541
C 1.2509 6.4368 -0.6869
C 2.8441 -3.5646 1.6816
C -2.6040 0.1204 1.4602
C 2.0327 -1.1759 1.1117
C 2.2314 0.9608 -0.2847
C -1.9233 -2.0164 -3.9159
C 1.6590 -2.7669 -0.6378
C -0.6219 -4.5432 2.9046
C -1.4697 1.0922 -1.7362
C -2.3595 -2.5293 3.7283
C 2.0367 -2.6156 0.8855
C 1.6967 8.4563 0.5802
C 2.3919 -3.7541 -1.5101
H 3.3647 -4.0014 -1.0609
H -1.1020 0.8476 -2.7441
H 0.4260 -4.8519 3.0179
H 2.3256 1.4883 0.6628
H -2.7097 -1.3314 -3.5847
H 3.3813 -3.0138 2.4736
H 3.1200 6.8531 0.2613
H -1.2225 -1.4607 -4.5532
H 0.1823 2.2108 1.3024
H -0.2350 -2.7733 5.1989
H -1.3143 3.7845 0.3977
H -0.8719 0.5469 2.7117
H 0.4361 -4.6754 -3.1840
H 2.6542 -1.1723 3.1402
H -2.7916 -4.4477 -3.2296
H 1.4748 1.5156 -0.8451
H -3.9325 1.0985 0.0122
H 3.1856 1.0900 -0.8067
H 1.2017 -0.1575 2.7869
H 2.8333 0.3953 2.2946
H -2.2680 -3.0760 4.6839
H 2.1710 -4.2883 2.1392
H -2.5684 -1.4868 4.0302
H 0.9516 -1.4642 -3.1600
H 1.2886 -2.5171 4.2975
H -2.1981 -0.8237 -1.5195
H -2.3943 -2.7868 -4.5393
H 0.8196 -3.1283 -4.0240
H -1.7559 3.2511 -1.9562
H -1.9890 -4.9450 -1.6730
H -2.4381 -0.9478 1.6772
H 1.8803 -4.6852 -1.7363
H -0.1611 2.7450 -1.5158
H 1.3554 0.1906 -2.6182
H -2.6316 2.5728 0.2594
H 2.5897 -3.2105 -2.4572
H 0.0560 9.8689 0.7372
H -0.6142 -4.0847 -4.5548
H 2.3812 9.0474 1.1774
H -3.9036 -0.6372 -0.0725
H -3.2434 -2.9480 3.2310
H -1.0703 -4.8783 1.9464
H 2.6314 -0.8930 -3.0912
H 0.1193 -1.1723 4.5369
H -1.2384 -4.7741 3.7888
H -3.3764 0.4038 2.1945
H -3.2104 -3.6295 -1.6756
H -1.4887 8.4696 -0.6489
H 3.5646 -4.1136 1.0780
*
```

Properties
Kohn-Sham gap (spin up / spin down) = 5.00 / 4.91 eV
Expectation value of S² = 6.0423
LUMO energy (spin up / spin down) = -0.2972 / -0.2983 Ha
ΔE to the lowest compared entry with this formula, charge and spin = 31.2 kcal per mole
HOMO level (spin up / spin down) = -13.1 / -13.0 eV


2 unconnected molecules or ions with the total composition CH7PSi at a distorted geometry. Source: the Open Molecules 2025 dataset; level of theory: wB97M-V/def2-TZVPD.

```
! RIJCOSX wB97M-V def2-TZVPD def2/J DEFGRID3
* xyz 0 3
P -2.5038 -0.4238 -0.0222
Si 1.4526 -0.7170 -0.1385
C 0.6609 0.9718 -0.2095
H 2.7940 -0.6969 -0.5286
H 0.8466 -1.9118 -0.7359
H 0.0784 1.2580 -1.0001
H 0.4213 1.4680 0.6397
H -2.1218 0.8776 -0.5121
H 1.3767 -0.8587 1.2398
H -3.0048 0.0327 1.2674
*
```

Properties
Kohn-Sham gap (spin up / spin down) = 9.65 / 8.74 eV
Expectation value of S² = 2.0061
LUMO energy (spin up / spin down) = 0.0390 / -0.0632 Ha
ΔE to the lowest compared entry with this formula, charge and spin = 0.0 kcal per mole
HOMO level (spin up / spin down) = -8.6 / -10.5 eV